--- one ---
The following is a DFT calculation (ωB97M-V/def2-TZVPD) of a cluster of 2 separate species, C5H8ClN4 in total.

```
! RIJCOSX wB97M-V def2-TZVPD def2/J DEFGRID3
* xyz 1 1
C 3.332 -0.857 -0.486
C 2.023 -1.096 -0.023
C -2.048 0.331 1.219
C -3.223 0.253 0.249
C -1.858 0.308 -0.220
N 3.527 0.446 -0.464
N 2.418 0.965 -0.025
N 1.464 0.085 0.269
N -0.921 0.225 -1.063
Cl 1.190 -2.564 0.134
H 4.078 -1.545 -0.822
H -1.883 1.249 1.767
H -1.747 -0.541 1.786
H -3.762 -0.679 0.134
H -3.864 1.121 0.150
H -1.088 0.138 -2.062
H 0.060 0.201 -0.661
H 2.300 1.959 0.118
*
```

Summary:
* orbital gap: 9.42 eV
* E_HOMO: -13.6 eV

***

--- two ---
The following is a DFT calculation (ωB97M-V/def2-TZVPD) of a cluster of 2 separate species, C5H8ClN4 in total.

```
! RIJCOSX wB97M-V def2-TZVPD def2/J DEFGRID3
* xyz 1 1
C -2.179 -0.883 0.500
C -3.810 0.132 -0.401
C -1.625 -0.023 -0.476
C 2.013 -0.065 -0.555
C -0.313 0.261 -0.855
N -3.500 -0.772 0.507
N -2.724 0.600 -1.032
N 3.053 -0.583 0.043
N 0.768 -0.383 -0.291
Cl 0.225 2.463 0.414
H -1.689 -1.575 1.155
H -4.813 0.449 -0.614
H 2.178 0.682 -1.325
H -0.123 0.844 -1.742
H -2.691 1.323 -1.732
H 3.983 -0.273 -0.197
H 2.974 -1.251 0.800
H 0.557 -1.006 0.487
*
```

Summary:
* orbital gap: 6.64 eV
* E_HOMO: -12.3 eV

***

Most stable structure, least stable structure: two, one.

***

--- one ---
The following is a DFT calculation (ωB97M-V/def2-TZVPD) of a structure of composition C6H11NSi.

```
! RIJCOSX wB97M-V def2-TZVPD def2/J DEFGRID3
* xyz 0 1
C -1.424 1.541 -0.930
C 2.267 0.379 3.597
C 0.349 1.061 0.809
C 0.548 0.468 1.973
C -0.564 0.832 -0.266
C -1.071 -1.275 -3.128
N 1.506 1.037 2.794
Si -0.309 -1.408 -1.360
H -1.905 1.197 -1.818
H -1.798 2.486 -0.541
H 3.000 0.924 4.197
H 2.153 -0.770 3.783
H 0.849 2.042 0.603
H 0.224 -0.576 2.287
H -0.115 -1.188 -3.669
H -1.749 -2.142 -3.427
H -1.690 -0.414 -3.011
H -1.408 -2.295 -0.612
H 1.137 -1.899 -1.283
*
```

Summary:
* orbital gap: 8.28 eV
* E_HOMO: -8.1 eV

***

--- two ---
The following is a DFT calculation (ωB97M-V/def2-TZVPD) of a cluster of 2 separate species, C6H11NSi in total.

```
! RIJCOSX wB97M-V def2-TZVPD def2/J DEFGRID3
* xyz 0 1
C 1.755 -2.668 0.355
C -2.343 0.520 -1.087
C -0.777 2.062 2.204
C 0.755 -1.867 0.697
C -1.449 -0.452 -1.153
C 0.103 1.974 1.240
N 1.412 -0.100 -1.557
Si 0.236 -0.388 -0.326
H 2.050 -3.517 0.952
H 2.313 -2.518 -0.555
H -3.292 0.473 -1.602
H -2.155 1.408 -0.507
H -0.871 2.935 2.850
H -1.481 1.273 2.422
H 0.219 -2.060 1.616
H -1.677 -1.334 -1.744
H 0.833 2.724 0.983
H 2.384 -0.051 -1.295
H 1.207 0.602 -2.248
*
```

Summary:
* orbital gap: 8.46 eV
* E_HOMO: -7.7 eV

***

Most stable structure, least stable structure: two, one.

***

--- one ---
The following is a DFT calculation (ωB97M-V/def2-TZVPD) of a cluster of 2 separate species, C4H6N2O3 in total.

```
! RIJCOSX wB97M-V def2-TZVPD def2/J DEFGRID3
* xyz 0 1
C 0.244 -1.631 0.047
C -0.831 0.340 -1.181
C -1.304 0.115 1.127
C -0.328 -0.324 0.086
N 0.619 -2.725 0.087
N 2.325 0.532 0.019
O 3.299 1.034 0.433
O 2.144 0.006 -1.023
O 1.282 0.605 0.854
H 0.029 0.710 -1.915
H -1.371 -0.364 -1.662
H -1.442 1.158 -1.068
H -0.884 -0.181 2.061
H -2.167 -0.395 1.020
H -1.615 1.120 1.116
*
```

Summary:
* orbital gap (alpha / beta): 9.34 / 9.34 eV
* E_HOMO (alpha / beta): -10.7 / -10.7 eV

***

--- two ---
The following is a DFT calculation (ωB97M-V/def2-TZVPD) of the molecule C4H6N2O3.

```
! RIJCOSX wB97M-V def2-TZVPD def2/J DEFGRID3
* xyz 0 1
C -0.373 -0.691 -1.592
N 0.231 -0.461 -0.171
O 0.409 -1.595 0.635
C 0.279 -1.222 1.909
O 0.546 0.236 2.054
C 0.269 0.602 0.774
N -0.008 1.780 0.526
C 0.113 2.142 -0.837
O 0.605 1.440 -1.715
H 0.479 -0.546 -2.299
H -1.109 -1.662 -1.566
H -1.168 0.017 -1.548
H 1.004 -1.630 2.698
H -0.802 -1.348 2.110
H -0.478 2.937 -0.976
*
```

Summary:
* orbital gap: 9.69 eV
* E_HOMO: -8.9 eV
* SMILES: CN1OCO/C1=N/C=O

***

Most stable structure, least stable structure: two, one.

***

--- one ---
The following is a DFT calculation (ωB97M-V/def2-TZVPD) of a cluster of 11 separate species, C66H55F11 in total.

```
! RIJCOSX wB97M-V def2-TZVPD def2/J DEFGRID3
* xyz 0 1
F -3.329 3.966 -5.598
C -2.922 2.758 -5.088
C -2.773 2.616 -3.745
C -2.554 1.368 -3.200
C -2.441 0.304 -4.069
C -2.446 0.413 -5.473
C -2.694 1.691 -5.940
H -2.957 3.498 -3.150
H -2.681 1.211 -2.140
H -2.342 -0.681 -3.637
H -2.252 -0.377 -6.183
H -2.655 1.858 -7.007
F -0.627 -0.485 5.950
C 0.198 -1.495 6.245
C -0.183 -2.485 7.176
C 0.707 -3.507 7.493
C 1.985 -3.508 6.930
C 2.432 -2.492 6.101
C 1.504 -1.508 5.807
H -1.108 -2.392 7.725
H 0.450 -4.277 8.206
H 2.663 -4.320 7.151
H 3.454 -2.488 5.753
H 1.819 -0.755 5.100
F 3.410 -6.190 1.577
C 2.895 -4.943 1.532
C 2.963 -4.235 2.714
C 2.743 -2.847 2.638
C 2.332 -2.235 1.422
C 2.333 -2.954 0.294
C 2.517 -4.388 0.318
H 3.153 -4.714 3.664
H 2.675 -2.307 3.571
H 2.151 -1.176 1.318
H 2.100 -2.357 -0.576
H 2.415 -5.025 -0.548
F -0.272 4.042 -2.187
C 0.019 5.285 -2.667
C 0.284 6.322 -1.798
C 0.511 7.606 -2.327
C 0.338 7.862 -3.718
C -0.034 6.806 -4.547
C -0.097 5.525 -4.010
H 0.317 6.086 -0.745
H 0.542 8.508 -1.734
H 0.496 8.883 -4.033
H -0.157 6.935 -5.612
H -0.281 4.667 -4.639
F 1.447 -0.097 -3.738
C 0.959 -1.253 -4.208
C 0.731 -1.407 -5.559
C 0.120 -2.582 -6.026
C 0.012 -3.649 -5.113
C 0.333 -3.554 -3.714
C 0.707 -2.269 -3.292
H 0.918 -0.547 -6.185
H -0.074 -2.738 -7.077
H -0.448 -4.565 -5.452
H 0.256 -4.341 -2.979
H 0.892 -2.164 -2.233
F -3.612 -1.453 -1.532
C -4.014 -2.709 -1.865
C -5.341 -3.029 -2.113
C -5.723 -4.340 -2.552
C -4.741 -5.231 -2.729
C -3.424 -4.947 -2.514
C -3.049 -3.664 -2.057
H -6.075 -2.239 -2.058
H -6.723 -4.585 -2.876
H -5.061 -6.189 -3.112
H -2.699 -5.702 -2.781
H -2.032 -3.410 -1.799
F -4.501 3.351 -1.038
C -3.772 4.083 -0.134
C -2.512 3.637 0.238
C -1.710 4.327 1.137
C -2.206 5.522 1.649
C -3.406 6.031 1.210
C -4.199 5.307 0.330
H -2.062 2.747 -0.177
H -0.805 3.839 1.469
H -1.738 5.997 2.498
H -3.876 6.925 1.592
H -5.181 5.686 0.089
F 2.983 5.148 0.076
C 3.378 4.169 -0.763
C 3.050 4.327 -2.141
C 3.495 3.299 -2.988
C 4.082 2.163 -2.472
C 4.318 1.997 -1.074
C 4.015 3.052 -0.251
H 2.602 5.255 -2.465
H 3.299 3.354 -4.049
H 4.308 1.343 -3.139
H 4.737 1.105 -0.630
H 4.351 3.091 0.774
F 6.398 -2.407 4.214
C 5.764 -1.161 4.071
C 5.274 -0.601 5.262
C 4.381 0.514 5.143
C 3.966 0.980 3.909
C 4.507 0.431 2.735
C 5.442 -0.622 2.818
H 5.657 -1.037 6.173
H 4.065 0.973 6.068
H 3.175 1.715 3.910
H 4.249 0.806 1.755
H 5.786 -1.115 1.920
F 0.819 1.337 3.213
C 0.406 0.836 2.013
C -0.426 -0.276 1.953
C -0.830 -0.828 0.771
C -0.599 -0.207 -0.394
C 0.191 0.958 -0.417
C 0.680 1.506 0.795
H -0.621 -0.759 2.899
H -1.371 -1.763 0.761
H -1.047 -0.657 -1.267
H 0.386 1.434 -1.366
H 1.331 2.367 0.778
F -0.348 -4.326 1.768
C -1.630 -4.116 2.235
C -1.787 -3.694 3.544
C -3.059 -3.356 3.977
C -4.183 -3.574 3.136
C -3.945 -3.929 1.771
C -2.686 -4.195 1.353
H -0.930 -3.415 4.139
H -3.259 -2.999 4.977
H -5.178 -3.448 3.535
H -4.714 -4.054 1.023
H -2.472 -4.476 0.332
*
```

Summary:
* orbital gap: 9.56 eV
* E_HOMO: -8.9 eV
* SMILES: Fc1ccccc1.Fc1ccccc1.Fc1ccccc1.Fc1ccccc1.Fc1ccccc1.Fc1ccccc1.Fc1ccccc1.Fc1ccccc1.Fc1ccccc1.Fc1ccccc1.Fc1ccccc1

***

--- two ---
The following is a DFT calculation (ωB97M-V/def2-TZVPD) of a cluster of 11 separate species, C66H55F11 in total.

```
! RIJCOSX wB97M-V def2-TZVPD def2/J DEFGRID3
* xyz 0 1
F 5.526 1.167 0.248
C 5.290 1.090 1.609
C 6.355 0.943 2.450
C 6.082 0.829 3.792
C 4.776 0.948 4.277
C 3.749 1.141 3.362
C 3.985 1.254 2.036
H 7.422 0.927 2.115
H 6.887 0.619 4.504
H 4.554 1.003 5.316
H 2.719 1.282 3.675
H 3.327 1.556 1.213
F -2.835 2.785 2.237
C -4.161 2.919 2.111
C -4.955 3.159 3.212
C -6.312 3.347 3.002
C -6.882 3.318 1.733
C -6.017 3.063 0.669
C -4.671 2.779 0.837
H -4.419 3.322 4.132
H -6.902 3.619 3.835
H -7.921 3.598 1.511
H -6.413 3.192 -0.327
H -4.094 2.613 -0.089
F 3.157 4.648 -4.377
C 3.667 4.563 -3.102
C 4.937 4.111 -2.804
C 5.355 4.046 -1.508
C 4.550 4.438 -0.449
C 3.303 4.982 -0.741
C 2.832 5.027 -2.079
H 5.563 3.768 -3.589
H 6.364 3.685 -1.353
H 4.913 4.254 0.569
H 2.626 5.258 0.071
H 1.928 5.543 -2.403
F 7.204 -2.457 1.979
C 5.944 -2.743 1.601
C 4.916 -2.226 2.310
C 3.594 -2.514 1.987
C 3.322 -3.417 0.999
C 4.416 -3.990 0.324
C 5.721 -3.618 0.564
H 5.061 -1.464 3.046
H 2.820 -2.031 2.581
H 2.322 -3.765 0.707
H 4.152 -4.719 -0.416
H 6.568 -4.124 0.144
F 1.735 -5.769 2.505
C 1.794 -4.800 3.445
C 0.659 -4.044 3.677
C 0.714 -3.033 4.648
C 1.886 -2.784 5.369
C 2.996 -3.572 5.097
C 2.944 -4.592 4.155
H -0.194 -4.317 3.081
H -0.203 -2.467 4.724
H 1.815 -2.007 6.098
H 3.897 -3.456 5.673
H 3.851 -5.173 3.905
F -7.085 -2.665 -2.736
C -6.399 -2.914 -1.611
C -7.059 -2.863 -0.437
C -6.317 -3.058 0.754
C -5.006 -3.355 0.685
C -4.368 -3.508 -0.540
C -5.050 -3.281 -1.719
H -8.102 -2.537 -0.420
H -6.730 -2.981 1.745
H -4.482 -3.480 1.613
H -3.331 -3.768 -0.616
H -4.530 -3.309 -2.688
F -2.774 8.168 0.576
C -2.144 7.109 0.078
C -2.025 5.993 0.843
C -1.249 4.922 0.355
C -0.623 4.991 -0.884
C -0.782 6.157 -1.603
C -1.554 7.215 -1.128
H -2.577 5.909 1.775
H -1.158 4.048 1.016
H -0.051 4.123 -1.240
H -0.338 6.272 -2.603
H -1.721 8.073 -1.764
F 2.455 -2.229 -4.714
C 2.877 -1.151 -3.958
C 2.761 0.102 -4.518
C 3.034 1.180 -3.728
C 3.447 1.046 -2.438
C 3.589 -0.228 -1.919
C 3.350 -1.379 -2.680
H 2.420 0.291 -5.493
H 2.941 2.198 -4.179
H 3.701 1.888 -1.819
H 3.852 -0.226 -0.859
H 3.528 -2.392 -2.248
F -0.695 -4.985 0.526
C 0.116 -5.071 -0.573
C 0.719 -6.318 -0.764
C 1.621 -6.399 -1.807
C 1.793 -5.353 -2.749
C 1.033 -4.192 -2.599
C 0.160 -4.048 -1.504
H 0.620 -7.196 -0.084
H 2.033 -7.368 -1.981
H 2.409 -5.374 -3.655
H 1.125 -3.383 -3.312
H -0.561 -3.246 -1.395
F -4.322 0.281 -2.269
C -5.568 0.517 -2.772
C -6.663 0.525 -1.895
C -7.973 0.699 -2.444
C -8.138 0.832 -3.803
C -7.012 0.896 -4.667
C -5.718 0.770 -4.116
H -6.463 0.400 -0.850
H -8.881 0.616 -1.853
H -9.166 0.823 -4.176
H -7.007 1.066 -5.726
H -4.796 0.759 -4.681
F 1.162 2.151 0.663
C 0.466 1.009 0.459
C 0.967 -0.185 0.965
C 0.184 -1.332 0.844
C -1.151 -1.244 0.326
C -1.598 -0.024 -0.236
C -0.740 1.047 -0.217
H 1.940 -0.298 1.391
H 0.665 -2.296 1.154
H -1.749 -2.163 0.256
H -2.596 -0.033 -0.691
H -0.942 2.043 -0.553
*
```

Summary:
* orbital gap: 9.62 eV
* E_HOMO: -9.1 eV
* SMILES: Fc1ccccc1.Fc1ccccc1.Fc1ccccc1.Fc1ccccc1.Fc1ccccc1.Fc1ccccc1.Fc1ccccc1.Fc1ccccc1.Fc1ccccc1.Fc1ccccc1.Fc1ccccc1

***

Most stable structure, least stable structure: two, one.